{"formula": "C34H38MnN6O6", "method": "ωB97M-V/def2-TZVPD", "e_homo_ev": [-8.154, -8.661], "spin_multiplicity": 2, "e_tot_ev": -88423.4359, "gap_ev": [7.4, 7.6], "total_charge": 0, "relative_energy_kcal_mol": 0.0, "elements": ["Mn", "O", "O", "O", "O", "O", "O", "N", "N", "N", "N", "N", "N", "C", "C", "C", "C", "C", "C", "C", "C", "C", "C", "C", "C", "C", "C", "C", "C", "C", "C", "C", "C", "C", "C", "C", "C", "C", "C", "C", "C", "C", "C", "C", "C", "C", "C", "H", "H", "H", "H", "H", "H", "H", "H", "H", "H", "H", "H", "H", "H", "H", "H", "H", "H", "H", "H", "H", "H", "H", "H", "H", "H", "H", "H", "H", "H", "H", "H", "H", "H", "H", "H", "H", "H"], "positions_angstrom": [[1.20810, -0.84446, -1.20762], [-1.96394, 5.91302, 0.03022], [3.17956, -4.69010, 0.39549], [0.24342, -2.13100, -2.46695], [1.44857, -3.29569, 0.05568], [1.76667, 0.28335, -2.63979], [3.58541, 0.91260, -3.78620], [-1.30241, 3.78467, -0.36427], [-0.50505, 0.38184, -1.38078], [-0.21473, -4.21702, -1.72442], [1.38695, -0.40979, 0.36879], [2.97828, -1.73859, -1.55799], [-3.54808, 4.29197, 0.12101], [-1.46499, 2.54868, -1.01136], [4.84073, -3.16057, -1.20754], [4.24570, 0.61499, 0.77850], [-5.54165, 1.25018, 0.76487], [-2.52943, 1.00425, -2.46556], [-0.49477, 1.57760, -0.79589], [5.03894, -1.29305, -2.67731], [-0.63075, -1.25477, 2.41475], [-2.51110, 2.25250, -1.87260], [2.64399, -3.69315, -0.07383], [-2.25874, 4.74074, -0.06381], [0.15638, 0.04554, 2.39455], [2.04818, 1.48092, 1.72401], [3.51688, -2.81307, -0.97445], [2.96493, 2.45008, -0.43174], [0.66378, 2.08039, 3.61331], [-1.51403, 0.10238, -2.21083], [1.74768, 2.32077, 2.78574], [-4.74991, 0.55043, 1.67057], [-0.22823, -3.27269, -2.64588], [3.01037, 0.17741, -3.01554], [3.29148, 1.80159, 0.91448], [-1.37817, -1.65117, 1.14168], [-5.18071, -0.78520, 2.21043], [0.27299, -2.38902, 2.90709], [-5.13835, 2.47558, 0.26064], [3.72064, -1.00342, -2.39778], [-3.14837, 2.36835, 1.59292], [-3.93596, 3.03973, 0.66891], [5.61426, -2.39380, -2.05947], [-0.09916, 0.94067, 3.42634], [-0.83684, -3.59820, -3.98432], [-3.55355, 1.13372, 2.07259], [1.20392, 0.36251, 1.48386], [5.21195, -4.03975, -0.70187], [3.82150, -0.17401, 0.16401], [-1.39304, -1.09866, 3.18553], [2.38518, 3.17680, 2.96995], [-2.07662, -2.45681, 1.38081], [4.47668, 0.19007, 1.75638], [-4.33848, -1.32028, 2.64772], [1.05666, -2.59902, 2.18306], [5.56851, -0.64713, -3.36239], [5.17971, 0.94196, 0.31862], [-3.28203, 2.98024, -2.07918], [0.32517, 1.80397, -0.12812], [-2.92041, 0.61358, 2.77947], [-3.32109, 0.73119, -3.14885], [0.35190, -4.04912, -0.86309], [-1.72512, -4.21952, -3.87790], [2.36850, 1.80013, -1.07233], [-5.60779, -1.40864, 1.42453], [-6.48051, 0.82300, 0.43352], [3.82145, 2.55644, 1.50285], [-1.08415, -2.68077, -4.51116], [-1.48434, -0.86196, -2.68664], [-0.90182, 0.72009, 4.12022], [-0.36545, 4.15781, -0.32711], [-0.10439, -4.14632, -4.57843], [-2.21195, 2.79611, 1.92825], [-0.31171, -3.30276, 3.03196], [-5.94041, -0.66708, 2.98559], [0.72077, -2.13566, 3.86916], [3.88337, 2.68800, -0.97000], [2.41690, 3.38435, -0.28527], [-1.95127, -0.81831, 0.72918], [-0.58678, -5.12418, -1.94394], [-5.74967, 2.99617, -0.46651], [-0.69385, -2.02619, 0.38503], [0.43905, 2.75776, 4.42673], [-4.19390, 5.05829, 0.24489], [6.64859, -2.65154, -2.24512]], "lowdin_charge": [0.765, 0.075, 0.038, -0.072, -0.103, -0.104, 0.094, 0.147, 0.030, 0.216, 0.063, 0.084, 0.129, -0.199, 0.020, -0.044, -0.039, -0.017, -0.029, 0.019, -0.363, 0.012, -0.606, -0.538, -0.118, -0.141, -0.129, -0.043, -0.058, -0.088, -0.032, -0.272, -0.516, -0.560, -0.358, -0.057, -0.044, -0.042, -0.028, -0.164, -0.009, -0.269, -0.021, -0.049, 0.015, -0.033, -0.227, 0.121, 0.045, 0.109, 0.115, 0.084, 0.090, 0.068, 0.059, 0.125, 0.086, 0.123, 0.102, 0.093, 0.113, 0.076, 0.085, 0.046, 0.081, 0.114, 0.125, 0.085, 0.099, 0.111, 0.154, 0.095, 0.117, 0.086, 0.084, 0.084, 0.091, 0.081, 0.064, 0.121, 0.116, 0.039, 0.108, 0.155, 0.113]}